{
  "formula": "C5H5Cl3MnSi",
  "method": "ωB97M-V with the def2-TZVPD basis set",
  "s2": 0.777,
  "charge": 0,
  "spin_multiplicity": 2,
  "e_lumo_ev": [-0.095, 0.311],
  "symbols": ["Mn", "C", "C", "C", "C", "C", "H", "H", "H", "H", "H", "Cl", "Si", "Cl", "Cl"],
  "positions_angstrom": [[0.247244, -0.127224, -0.424143], [-1.295134, 1.101110, 0.361790], [-1.448333, -0.191304, 0.920845], [-0.271644, -0.515228, 1.623760], [0.622355, 0.586698, 1.522875], [-0.012639, 1.591423, 0.746767], [-2.018892, 1.616850, -0.247640], [-2.289071, -0.848631, 0.766858], [-0.066944, -1.454685, 2.111388], [1.610571, 0.640608, 1.950054], [0.406619, 2.547116, 0.476862], [2.055836, -1.823669, -0.902002], [0.434567, -1.406752, -2.317005], [1.092226, 0.709850, -2.565522], [0.933239, -2.426162, -4.024887]],
  "forces_ev_per_a": [[0.1, -0.1, 0.0], [0.0, 0.0, 0.0], [0.0, 0.0, 0.0], [0.0, 0.0, 0.0], [0.0, 0.1, 0.0], [0.0, -0.1, 0.0], [0.0, 0.0, 0.0], [0.0, 0.0, 0.0], [0.0, 0.0, 0.0], [0.0, 0.0, 0.0], [0.0, 0.0, 0.0], [0.0, 0.0, 0.1], [-0.1, 0.0, 0.0], [0.0, 0.0, -0.1], [0.0, 0.1, 0.0]],
  "lowdin_charge": [0.014, -0.164, -0.149, -0.161, -0.166, -0.171, 0.114, 0.116, 0.116, 0.115, 0.115, 0.197, -0.360, 0.191, 0.192]
}



{
  "formula": "C2HO2S2",
  "method": "ωB97M-V with the def2-TZVPD basis set",
  "s2": 2.007,
  "charge": -1,
  "spin_multiplicity": 3,
  "e_lumo_ev": [3.574, 1.531],
  "symbols": ["C", "C", "O", "O", "S", "S", "H"],
  "positions_angstrom": [[1.120237, 1.328153, -0.011477], [2.597186, 0.244824, -0.042215], [3.592855, 0.878528, -0.169719], [1.325315, 2.472074, -0.107455], [2.114691, -1.309205, 0.059985], [-1.204865, 0.872303, 0.154792], [-1.039563, -0.370250, -0.224613]],
  "forces_ev_per_a": [[-0.4, 0.3, -0.2], [0.4, 0.4, -0.1], [1.0, 0.5, -0.1], [0.4, 0.2, 0.1], [-0.3, -1.3, 0.1], [-1.6, 0.7, 0.3], [0.5, -0.7, -0.2]],
  "lowdin_charge": [-0.453, -1.059, -0.041, 0.013, 0.511, 0.335, -0.307]
}



{
  "formula": "C20H22N2O3Rh",
  "method": "ωB97M-V with the def2-TZVPD basis set",
  "charge": -1,
  "spin_multiplicity": 1,
  "e_lumo_ev": 3.101,
  "symbols": ["Rh", "C", "O", "C", "C", "C", "C", "C", "C", "N", "N", "C", "O", "C", "C", "C", "C", "C", "C", "C", "O", "H", "H", "H", "H", "H", "H", "H", "H", "H", "H", "H", "H", "C", "C", "C", "C", "C", "H", "H", "H", "H", "H", "H", "H", "H", "H", "H"],
  "positions_angstrom": [[-0.726944, -0.219527, -0.082187], [-2.204125, 4.238852, -0.942410], [-0.869954, 4.477164, -0.509933], [0.110568, 3.777610, -1.176357], [1.126328, 4.510977, -1.740013], [2.161958, 3.884379, -2.442713], [2.129766, 2.518311, -2.578132], [1.125034, 1.730522, -1.986888], [1.260643, 0.298881, -2.175635], [0.610680, -0.585847, -1.514933], [0.912067, -1.928991, -1.709549], [0.192942, -2.674204, -0.892241], [-0.700013, -2.277353, -0.057795], [0.435719, -4.148859, -0.969802], [1.507107, -4.676302, -1.685657], [1.710279, -6.047150, -1.733204], [0.844777, -6.907222, -1.069093], [-0.223952, -6.385526, -0.353395], [-0.424715, -5.013811, -0.301136], [0.094285, 2.349602, -1.214744], [-0.863326, 1.737963, -0.583489], [-2.579685, 3.277543, -0.600169], [-2.259342, 4.268052, -2.036233], [-2.802360, 5.053207, -0.535093], [1.088610, 5.588345, -1.631438], [2.958700, 4.469502, -2.882826], [2.906669, 2.011438, -3.140534], [2.009734, -0.049915, -2.887257], [2.169895, -3.994746, -2.200344], [2.549291, -6.447232, -2.289854], [1.004232, -7.978129, -1.107768], [-0.902446, -7.049280, 0.168873], [-1.243786, -4.584032, 0.259420], [-1.293415, 0.465946, 4.140769], [-0.919403, 0.976765, 2.743559], [0.555861, 1.398112, 2.736448], [-1.790186, 2.189416, 2.406068], [-1.104016, -0.128195, 1.718836], [-1.156528, 1.247981, 4.894439], [-0.676389, -0.391729, 4.419245], [-2.340093, 0.152019, 4.166743], [0.729125, 2.181380, 3.482060], [0.833238, 1.782812, 1.754170], [1.207490, 0.551372, 2.964303], [-1.592740, 3.010031, 3.104363], [-2.849451, 1.928404, 2.468464], [-1.575787, 2.527750, 1.396053], [-1.136337, -1.116273, 2.206997]],
  "forces_ev_per_a": [[-0.9, 0.3, 0.3], [0.1, 0.1, -0.1], [0.0, -0.1, 0.1], [0.1, 0.1, -0.1], [-0.1, 0.0, 0.0], [0.0, 0.0, 0.0], [0.0, 0.1, 0.0], [0.0, -0.1, 0.0], [0.1, 0.0, 0.0], [0.1, -0.3, -0.2], [-0.1, 0.0, 0.1], [0.0, 0.1, -0.2], [0.6, 0.0, 0.0], [0.0, 0.0, 0.0], [0.0, 0.0, 0.0], [0.0, 0.0, 0.0], [0.0, 0.0, 0.0], [0.0, 0.0, 0.0], [0.0, 0.0, 0.0], [-0.2, -0.1, 0.0], [0.5, 0.2, 0.1], [0.0, 0.0, 0.1], [0.0, 0.0, 0.0], [0.0, 0.0, 0.0], [0.0, 0.0, 0.0], [0.0, 0.0, 0.0], [0.0, 0.0, 0.0], [0.0, 0.0, 0.0], [0.0, 0.0, 0.0], [0.0, 0.0, 0.0], [0.0, 0.0, 0.0], [0.0, 0.0, 0.0], [0.0, 0.0, 0.0], [0.0, 0.0, 0.0], [0.0, -0.1, 0.1], [0.0, 0.0, 0.0], [0.0, 0.0, 0.0], [-0.1, -0.2, -0.1], [0.0, 0.0, 0.0], [0.0, 0.0, 0.0], [0.0, 0.0, 0.0], [0.0, 0.0, 0.0], [0.0, 0.0, 0.0], [0.0, 0.0, 0.0], [0.0, 0.0, 0.0], [0.0, 0.0, 0.0], [0.0, 0.0, 0.0], [0.0, 0.0, 0.0]],
  "lowdin_charge": [0.947, -0.085, -0.108, -0.236, -0.029, -0.121, -0.086, -0.142, -0.088, -0.162, 0.057, -0.471, -0.178, -0.146, -0.042, -0.102, -0.116, -0.098, -0.030, -0.283, -0.222, 0.073, 0.094, 0.083, 0.110, 0.086, 0.098, 0.116, 0.099, 0.092, 0.090, 0.093, 0.110, -0.093, -0.680, -0.067, -0.071, -0.179, 0.072, 0.073, 0.076, 0.077, 0.070, 0.079, 0.079, 0.080, 0.046, 0.033]
}



{
  "formula": "C16H41N13O8P",
  "method": "ωB97M-V with the def2-TZVPD basis set",
  "charge": 1,
  "spin_multiplicity": 1,
  "e_lumo_ev": -4.030,
  "symbols": ["C", "C", "P", "C", "C", "O", "C", "C", "C", "C", "N", "C", "C", "O", "H", "H", "H", "H", "H", "H", "H", "H", "H", "H", "H", "H", "H", "H", "H", "H", "H", "C", "O", "N", "N", "H", "H", "H", "H", "C", "O", "N", "N", "H", "H", "H", "H", "C", "O", "N", "N", "H", "H", "H", "H", "C", "O", "N", "N", "H", "H", "H", "H", "C", "O", "N", "N", "H", "H", "H", "H", "C", "O", "N", "N", "H", "H", "H", "H"],
  "positions_angstrom": [[3.847784, -1.856055, 1.887076], [4.245633, -0.756030, 1.260208], [4.844340, 0.530806, -0.013806], [5.071518, 2.200226, 0.844126], [3.724232, 3.086717, 0.902094], [3.545583, 4.009758, 0.019512], [3.613919, 0.546092, -1.457804], [2.112495, 0.030940, -1.034219], [0.956100, 0.775336, -1.930714], [0.252553, 1.980203, -1.118247], [-1.244853, 1.981306, -1.161304], [-1.834496, 0.773307, -0.529493], [-2.375049, 0.756455, 1.016971], [-1.999216, -0.344340, -1.168153], [3.485840, -2.925369, 2.167593], [6.125445, 0.112529, -0.542896], [5.864942, 2.794347, 0.228563], [5.535162, 2.058166, 1.898420], [2.958526, 2.900868, 1.759733], [4.073165, -0.141384, -2.283404], [3.568655, 1.625848, -1.874081], [2.092820, -1.120013, -1.205394], [1.924412, 0.252994, 0.086979], [1.521676, 1.220122, -2.852042], [0.239258, -0.019811, -2.346582], [0.687685, 2.057591, -0.033517], [0.595831, 2.970165, -1.637390], [-1.520724, 2.842642, -0.630798], [-2.734657, 1.813382, 1.322640], [-3.303892, 0.048337, 0.999338], [-1.626738, 0.271750, 1.743966], [0.344330, -1.434956, 4.266133], [0.473734, -0.486989, 3.503330], [-0.126262, -2.636448, 3.864008], [0.660969, -1.364680, 5.580009], [-0.239452, -3.426131, 4.474371], [-0.374640, -2.731189, 2.889639], [1.015715, -0.484530, 5.920679], [0.561931, -2.131337, 6.221366], [0.497199, -4.563074, 0.243881], [-0.391260, -4.559161, 1.082767], [0.329681, -4.058640, -1.000646], [1.725694, -5.072035, 0.484473], [1.047219, -4.052866, -1.703577], [-0.574824, -3.668930, -1.220832], [1.891205, -5.458987, 1.401511], [2.468691, -5.085103, -0.191675], [-5.020951, -0.228724, -4.327903], [-5.696227, -0.725939, -5.215432], [-4.425578, -0.965588, -3.362123], [-4.807870, 1.105460, -4.231546], [-3.866096, -0.574609, -2.623801], [-4.559728, -1.964057, -3.398251], [-5.234824, 1.690396, -4.932916], [-4.255762, 1.533348, -3.509552], [1.085393, -8.478770, 1.417749], [2.214417, -8.338644, 0.968170], [0.042425, -7.714386, 1.021218], [0.781108, -9.410100, 2.351092], [-0.891603, -7.812432, 1.377368], [0.229081, -7.009395, 0.326454], [1.532536, -10.000460, 2.672942], [-0.138895, -9.540707, 2.732309], [-4.773784, 4.035708, 0.035618], [-4.156556, 3.297937, 0.792576], [-6.096533, 4.276746, 0.171278], [-4.187073, 4.675007, -1.003685], [-6.621432, 4.878161, -0.438449], [-6.571054, 3.818721, 0.934305], [-3.200487, 4.521599, -1.139771], [-4.677080, 5.283781, -1.634922], [1.587315, 6.785001, -1.503220], [2.458315, 6.752598, -2.358127], [1.474146, 5.839443, -0.540202], [0.658604, 7.768255, -1.442756], [0.765379, 5.847567, 0.171652], [2.150556, 5.087689, -0.551710], [0.709455, 8.491802, -2.143355], [-0.065108, 7.812724, -0.747828]],
  "forces_ev_per_a": [[2.1, 5.2, -4.4], [-1.5, -5.5, 2.1], [-1.4, -1.2, 1.4], [0.6, 1.0, 0.1], [-0.3, 3.0, -3.0], [1.2, -5.0, 4.4], [-0.4, -0.1, -0.5], [0.0, 0.0, -0.1], [1.2, -0.2, -0.3], [1.5, 0.8, -0.8], [0.1, -0.9, 1.6], [-1.3, -3.9, -0.3], [-0.8, 0.2, -1.0], [1.4, 5.4, 2.1], [0.7, 2.6, -0.2], [-0.8, 0.3, 0.7], [-1.5, -1.0, 0.9], [-1.0, -0.1, -1.7], [1.3, 0.2, -1.4], [-0.8, 1.3, 1.6], [0.2, -1.6, 0.8], [0.0, 2.1, 0.5], [0.3, -0.5, -1.8], [-1.2, -0.7, 1.5], [0.8, 1.4, 0.9], [-0.9, -0.4, -1.7], [-0.8, -1.7, 1.0], [0.0, -1.4, -0.4], [0.8, -1.9, -0.3], [1.7, 1.4, 0.0], [-0.8, 1.0, -1.3], [-0.1, -0.1, -0.1], [0.2, 0.2, -0.2], [-0.1, -0.4, -0.6], [0.4, 0.5, 0.7], [0.0, 0.1, -0.1], [0.0, -0.2, 0.2], [-0.1, -0.2, 0.0], [0.0, 0.1, -0.1], [-0.2, 0.3, 0.1], [0.0, 0.1, 0.1], [-0.5, 0.5, -0.6], [0.8, -0.1, 0.6], [-0.1, -0.1, 0.1], [0.2, -0.1, 0.0], [0.0, -0.2, -0.3], [-0.1, -0.2, 0.0], [-0.3, -0.5, -0.4], [0.1, 0.1, 0.1], [0.3, -0.7, 0.5], [0.0, 1.1, -0.2], [0.1, -0.1, 0.0], [0.0, 0.3, 0.0], [0.1, -0.2, 0.2], [0.0, -0.1, -0.1], [0.2, 0.0, -0.2], [0.1, 0.1, 0.1], [-0.4, 0.5, -0.4], [0.2, -0.7, 0.6], [0.1, 0.0, 0.0], [-0.1, -0.2, 0.2], [-0.2, 0.1, -0.1], [0.1, 0.0, -0.1], [-0.2, -0.1, 0.2], [0.1, 0.1, -0.1], [-0.6, -0.1, 0.4], [0.7, 0.2, -0.5], [0.1, -0.1, 0.1], [0.1, 0.1, -0.2], [-0.3, 0.1, -0.1], [0.0, -0.1, 0.1], [0.3, 0.1, -0.4], [-0.1, -0.1, 0.1], [0.0, -0.9, 0.4], [-0.5, 0.8, -0.3], [0.1, 0.1, -0.1], [-0.3, 0.4, 0.1], [0.0, -0.2, 0.2], [0.1, 0.0, -0.1]],
  "lowdin_charge": [0.109, -0.215, 1.013, -0.254, -0.169, -0.018, -0.296, -0.215, -0.154, -0.214, 0.003, -0.339, -0.011, -0.042, 0.090, 0.068, 0.128, 0.122, 0.158, 0.118, 0.109, 0.114, 0.096, 0.118, 0.112, 0.118, 0.126, 0.105, 0.054, 0.102, 0.074, -0.714, -0.014, 0.165, 0.151, 0.102, 0.087, 0.108, 0.099, -0.723, 0.014, 0.164, 0.157, 0.097, 0.114, 0.107, 0.106, -0.711, 0.021, 0.156, 0.146, 0.060, 0.109, 0.106, 0.086, -0.707, 0.005, 0.161, 0.151, 0.105, 0.077, 0.110, 0.098, -0.684, 0.004, 0.162, 0.156, 0.103, 0.116, 0.092, 0.101, -0.707, 0.025, 0.144, 0.148, 0.095, 0.038, 0.111, 0.093]
}



Let's list total energy in order: -82033.073, -27853.767, -33227.862, -62290.236 eV.